The following is a DFT calculation (wB97M-V/def2-TZVPD) of a 12-piece molecular cluster, C54H72N9O12P3 overall at a distorted geometry.

Spin multiplicity: 1
SMILES: COP(=O)(OC)OC.COP(=O)(OC)OC.COP(=O)(OC)OC.c1ccncc1.c1ccncc1.c1ccncc1.c1ccncc1.c1ccncc1.c1ccncc1.c1ccncc1.c1ccncc1.c1ccncc1
LUMO, eV: 0.4
Energy above the lowest of the compared OMol25 structures with the same formula, charge and spin, kJ/mol: 0.00
Total charge: 0
Frontier orbital gap, eV: 9.46

Last columns: bonded neighbours and bond lengths (Å).
CARTESIAN COORDINATES (ANGSTROEM)
1 C -15.114 -20.732 -3.000  O2 1.437, H9 1.137, H10 1.060, H11 1.087
2 O -15.151 -21.018 -1.593  C1 1.437, P3 1.596
3 P -16.196 -20.269 -0.647  O2 1.596, O4 1.507, O5 1.588, O7 1.582
4 O -16.264 -18.804 -0.994  P3 1.507
5 O -17.441 -21.253 -0.706  P3 1.588, C6 1.501
6 C -18.720 -20.713 -0.136  O5 1.501, H12 1.109, H13 1.116, H14 1.093
7 O -15.747 -20.651 0.821  P3 1.582, C8 1.460
8 C -14.623 -19.932 1.413  O7 1.460, H15 1.072, H16 1.100, H17 1.110
9 H -15.184 -19.605 -3.132  C1 1.137
10 H -15.904 -21.204 -3.527  C1 1.060
11 H -14.119 -21.051 -3.302  C1 1.087
12 H -19.295 -21.657 -0.038  C6 1.109
13 H -19.127 -19.975 -0.868  C6 1.116
14 H -18.552 -20.234 0.832  C6 1.093
15 H -13.902 -19.688 0.657  C8 1.072
16 H -14.205 -20.679 2.105  C8 1.100
17 H -14.913 -19.073 2.052  C8 1.110
18 C -18.256 -17.970 -9.798  O19 1.446, H26 1.059, H27 1.094, H28 1.101
19 O -16.955 -18.539 -10.076  C18 1.446, P20 1.586
20 P -16.685 -20.004 -10.621  O19 1.586, O21 1.455, O22 1.622, O24 1.605
21 O -15.301 -20.403 -10.414  P20 1.455
22 O -17.846 -20.970 -10.032  P20 1.622, C23 1.452
23 C -17.415 -21.759 -8.891  O22 1.452, H29 1.110, H30 1.046, H31 1.116
24 O -17.070 -19.718 -12.153  P20 1.605, C25 1.418
25 C -16.208 -19.881 -13.267  O24 1.418, H32 1.095, H33 1.104, H34 1.108
26 H -18.470 -18.054 -8.765  C18 1.059
27 H -19.004 -18.455 -10.432  C18 1.094
28 H -18.232 -16.906 -10.083  C18 1.101
29 H -16.489 -21.328 -8.457  C23 1.110
30 H -17.254 -22.735 -9.231  C23 1.046
31 H -18.293 -21.731 -8.202  C23 1.116
32 H -16.771 -20.503 -13.970  C25 1.095
33 H -15.205 -20.307 -13.088  C25 1.104
34 H -16.052 -18.830 -13.579  C25 1.108
35 C -11.843 -17.143 -1.352  O36 1.384, H43 1.060, H44 1.144, H45 1.085
36 O -12.884 -17.396 -0.476  C35 1.384, P37 1.619
37 P -13.968 -16.300 0.017  O36 1.619, O38 1.444, O39 1.614, O41 1.568
38 O -14.875 -16.770 1.037  P37 1.444
39 O -13.003 -15.106 0.515  P37 1.614, C40 1.460
40 C -13.521 -13.743 0.597  O39 1.460, H46 1.080, H47 1.163, H48 1.091
41 O -14.486 -15.765 -1.363  P37 1.568, C42 1.397
42 C -15.875 -15.683 -1.493  O41 1.397, H49 1.089, H50 1.121, H51 1.078
43 H -11.070 -16.714 -0.766  C35 1.060
44 H -12.206 -16.489 -2.217  C35 1.144
45 H -11.566 -18.114 -1.752  C35 1.085
46 H -13.543 -13.210 -0.342  C40 1.080
47 H -12.773 -13.179 1.285  C40 1.163
48 H -14.516 -13.717 1.045  C40 1.091
49 H -16.155 -15.497 -2.529  C42 1.089
50 H -16.207 -14.785 -0.909  C42 1.121
51 H -16.358 -16.631 -1.320  C42 1.078
52 C -17.766 -25.843 -4.150  C53 1.429, C57 1.409, H58 1.008
53 C -19.111 -25.448 -4.427  C52 1.429, C54 1.410, H59 1.081
54 C -19.530 -24.150 -4.071  C53 1.410, N55 1.280, H60 1.079
55 N -18.733 -23.340 -3.481  C54 1.280, C56 1.322
56 C -17.460 -23.626 -3.271  N55 1.322, C57 1.377, H61 1.146
57 C -16.928 -24.854 -3.599  C52 1.409, C56 1.377, H62 1.032
58 H -17.417 -26.722 -4.498  C52 1.008
59 H -19.823 -26.097 -4.918  C53 1.081
60 H -20.523 -23.817 -4.330  C54 1.079
61 H -16.795 -22.936 -2.643  C56 1.146
62 H -15.934 -25.052 -3.408  C57 1.032
63 C -22.189 -20.854 -0.818  C64 1.385, C68 1.412, H69 1.069
64 C -22.088 -21.891 -1.730  C63 1.385, C65 1.428, H70 1.078
65 C -22.793 -23.084 -1.385  C64 1.428, N66 1.348, H71 1.133
66 N -23.637 -23.233 -0.344  C65 1.348, C67 1.325
67 C -23.693 -22.210 0.498  N66 1.325, C68 1.411, H72 1.084
68 C -23.062 -20.966 0.286  C63 1.412, C67 1.411, H73 1.086
69 H -21.659 -19.962 -1.076  C63 1.069
70 H -21.423 -21.857 -2.577  C64 1.078
71 H -22.751 -24.003 -2.046  C65 1.133
72 H -24.386 -22.218 1.332  C67 1.084
73 H -23.139 -20.077 0.906  C68 1.086
74 C -18.119 -16.002 -4.813  C75 1.394, C79 1.406, H80 1.085
75 C -18.474 -14.809 -4.186  C74 1.394, C76 1.423, H81 1.116
76 C -18.885 -14.803 -2.824  C75 1.423, N77 1.333, H82 1.046
77 N -19.064 -15.910 -2.103  C76 1.333, C78 1.363
78 C -18.776 -17.072 -2.754  N77 1.363, C79 1.406, H83 1.075
79 C -18.368 -17.185 -4.095  C74 1.406, C78 1.406, H84 1.086
80 H -17.685 -15.982 -5.807  C74 1.085
81 H -18.433 -13.875 -4.796  C75 1.116
82 H -19.244 -13.988 -2.275  C76 1.046
83 H -18.880 -17.968 -2.170  C78 1.075
84 H -18.135 -18.154 -4.526  C79 1.086
85 C -18.709 -16.474 3.800  C86 1.403, C90 1.413, H91 1.081
86 C -19.296 -15.207 3.672  C85 1.403, C87 1.375, H92 1.095
87 C -18.995 -14.478 2.545  C86 1.375, N88 1.340, H93 1.104
88 N -18.261 -14.908 1.510  C87 1.340, C89 1.340
89 C -17.722 -16.131 1.603  N88 1.340, C90 1.405, H94 1.107
90 C -17.949 -16.962 2.712  C85 1.413, C89 1.405, H95 1.084
91 H -18.758 -17.088 4.689  C85 1.081
92 H -19.808 -14.855 4.574  C86 1.095
93 H -19.412 -13.471 2.369  C87 1.104
94 H -17.133 -16.544 0.761  C89 1.107
95 H -17.571 -17.974 2.803  C90 1.084
96 C -22.218 -16.853 -0.051  C97 1.386, C101 1.432, H102 1.083
97 C -21.259 -17.384 0.797  C96 1.386, C98 1.397, H103 1.088
98 C -21.593 -17.618 2.134  C97 1.397, N99 1.313, H104 1.103
99 N -22.767 -17.290 2.622  C98 1.313, C100 1.372
100 C -23.732 -16.754 1.807  N99 1.372, C101 1.393, H105 1.086
101 C -23.520 -16.526 0.449  C96 1.432, C100 1.393, H106 1.107
102 H -22.016 -16.678 -1.100  C96 1.083
103 H -20.239 -17.570 0.464  C97 1.088
104 H -20.828 -17.987 2.837  C98 1.103
105 H -24.669 -16.439 2.255  C100 1.086
106 H -24.384 -16.211 -0.167  C101 1.107
107 C -16.598 -26.033 -0.595  C108 1.375, C112 1.380, H113 1.062
108 C -16.164 -24.827 -0.096  C107 1.375, C109 1.403, H114 1.056
109 C -17.036 -23.987 0.614  C108 1.403, N110 1.338, H115 1.081
110 N -18.354 -24.171 0.753  C109 1.338, C111 1.307
111 C -18.742 -25.347 0.337  N110 1.307, C112 1.448, H116 1.088
112 C -17.935 -26.305 -0.391  C107 1.380, C111 1.448, H117 1.084
113 H -15.961 -26.653 -1.176  C107 1.062
114 H -15.165 -24.489 -0.109  C108 1.056
115 H -16.694 -23.049 1.027  C109 1.081
116 H -19.789 -25.613 0.464  C111 1.088
117 H -18.430 -27.197 -0.756  C112 1.084
118 C -21.372 -21.967 3.024  C119 1.370, C123 1.388, H124 1.066
119 C -21.993 -20.922 3.655  C118 1.370, C120 1.437, H125 1.170
120 C -21.238 -20.154 4.606  C119 1.437, N121 1.317, H126 1.107
121 N -19.926 -20.245 4.677  C120 1.317, C122 1.361
122 C -19.341 -21.147 3.842  N121 1.361, C123 1.384, H127 1.111
123 C -19.988 -22.077 3.047  C118 1.388, C122 1.384, H128 1.044
124 H -21.962 -22.638 2.443  C118 1.066
125 H -23.153 -20.776 3.596  C119 1.170
126 H -21.692 -19.321 5.176  C120 1.107
127 H -18.238 -21.018 3.887  C122 1.111
128 H -19.417 -22.679 2.414  C123 1.044
129 C -13.695 -18.814 -6.103  C130 1.385, C134 1.357, H135 1.094
130 C -14.236 -18.735 -7.375  C129 1.385, C131 1.338, H136 1.067
131 C -14.976 -17.686 -7.751  C130 1.338, N132 1.342, H137 1.101
132 N -15.302 -16.689 -6.915  C131 1.342, C133 1.337
133 C -14.780 -16.705 -5.684  N132 1.337, C134 1.445, H138 1.103
134 C -14.009 -17.835 -5.217  C129 1.357, C133 1.445, H139 1.117
135 H -13.035 -19.653 -5.862  C129 1.094
136 H -13.990 -19.417 -8.158  C130 1.067
137 H -15.456 -17.635 -8.741  C131 1.101
138 H -15.027 -15.843 -5.041  C133 1.103
139 H -13.623 -17.842 -4.169  C134 1.117
140 C -21.355 -19.718 -4.404  C141 1.423, C145 1.441, H146 1.131
141 C -21.736 -19.303 -5.711  C140 1.423, C142 1.403, H147 1.110
142 C -20.755 -19.374 -6.712  C141 1.403, N143 1.326, H148 1.075
143 N -19.552 -19.902 -6.534  C142 1.326, C144 1.322
144 C -19.273 -20.361 -5.325  N143 1.322, C145 1.343, H149 1.121
145 C -20.070 -20.350 -4.244  C140 1.441, C144 1.343, H150 1.086
146 H -22.046 -19.735 -3.510  C140 1.131
147 H -22.661 -18.778 -6.028  C141 1.110
148 H -20.869 -18.893 -7.667  C142 1.075
149 H -18.315 -20.937 -5.237  C144 1.121
150 H -19.667 -20.858 -3.373  C145 1.086

Mulliken population analysis, charges in e, atoms 1 to 8:
1. C 0.127
2. O -0.315
3. P -1.428
4. O 0.782
5. O 0.255
6. C 0.615
7. O -0.206
8. C -0.714